No. 1
13
Properties=species:S:1:pos:R:3:forces:R:3 method="wB97M-V/def2-TZVPD" multiplicity=1 e_tot_ha=-1114.14792 relative_energy_kcal_mol=62.4 lumo_energy_ev=0.71 e_homo_ev=-8.8 orbital_gap_ev=9.540
C 1.9391 -1.1804 -0.1022 3.945 0.385 -1.668
C -0.4963 0.1222 -0.3502 -2.948 -0.126 3.072
C -1.9285 0.1793 0.4975 1.898 0.986 -1.073
C -0.1642 1.3740 -0.3863 3.035 1.337 -0.215
H 2.6661 -1.9207 -0.9025 -2.319 1.935 2.823
H 2.0421 -1.4295 0.9931 0.377 0.143 -1.366
H 2.4219 -0.1069 -0.3295 -1.506 -2.321 0.602
H -2.0801 1.2016 1.0391 -0.223 -1.552 -1.881
H -1.9636 -0.4808 1.3173 0.361 -1.274 0.688
H -0.5776 2.1093 0.2032 -1.824 1.379 0.689
F 1.0188 1.9562 -0.7401 0.380 -0.918 -0.912
S 0.2441 -1.4149 -0.5611 -0.533 -0.415 -1.023
Cl -3.1217 -0.4096 -0.6784 -0.646 0.442 0.266

No. 2
29
Properties=species:S:1:pos:R:3:forces:R:3 method="wB97M-V/def2-TZVPD" multiplicity=3 total_charge=+2 e_tot_ha=-624.89803 relative_energy_kcal_mol=0.0 s2=2.02 lumo_energy_ev="-7.12 / -11.15" e_homo_ev="-13.3 / -17.2" orbital_gap_ev="6.191 / 6.011"
C 0.6810 -0.1214 -1.9755 1.933 -2.640 -3.869
C -0.7148 0.9133 -3.3293 -0.360 0.969 -0.192
C 0.1509 0.4416 -0.7905 2.889 -3.372 3.491
C -0.8206 1.4082 -1.1111 -2.379 1.015 -0.023
C -2.6745 1.7597 0.5176 1.224 -0.525 0.277
C 0.5464 -0.1642 0.4781 -0.019 1.079 -9.070
C -0.0579 0.2052 1.5534 -2.311 1.346 4.605
C 2.7621 -0.5109 1.1459 0.060 -2.872 2.064
C 1.2616 -2.4802 1.0119 2.279 -1.721 -2.328
N 0.3243 0.1029 -3.2264 2.575 -2.205 2.832
N -1.2365 1.5508 -2.3303 -1.524 1.323 0.408
N -3.1541 0.5431 0.6728 -1.085 3.104 1.853
N -1.5860 2.1384 -0.1552 -0.608 1.481 0.095
N 1.5924 -1.1341 0.4572 0.105 -0.254 1.383
H 1.4295 -1.0050 -1.9307 -1.040 1.765 -0.236
H -1.0868 1.0275 -4.2905 -0.974 0.473 -1.580
H -3.0089 2.5082 1.1590 -1.131 1.279 0.823
H -2.7910 -0.0526 0.0286 0.551 -3.121 -1.812
H -0.8081 0.9257 1.5753 -0.571 0.984 -0.151
H 0.0683 -0.2513 2.4580 0.578 -1.192 2.313
H 3.6238 -1.1749 1.0904 0.248 0.393 -0.860
H 2.8607 0.4889 0.8876 0.505 1.625 -0.628
H 2.5237 -0.6564 2.2045 -0.095 0.754 0.042
H 2.2791 -2.9396 1.1824 -1.309 0.052 -0.306
H 0.6971 -2.6261 1.8568 -1.229 0.894 2.349
H 0.6965 -3.0065 0.2245 0.514 0.026 0.164
H -3.9144 0.3380 1.3685 1.076 0.139 -1.336
H -1.4597 3.1777 -0.2538 -0.329 -1.284 0.386
H 1.8158 -1.4061 -0.4795 0.426 0.484 -0.693

No. 3
17
Properties=species:S:1:pos:R:3:forces:R:3 method="wB97M-V/def2-TZVPD" multiplicity=1 e_tot_ha=-1445.70668 relative_energy_kcal_mol=73.4 smiles="C#CC(=O)C=C.CSP=S" lumo_energy_ev=-0.88 e_homo_ev=-8.8 orbital_gap_ev=7.969
C -0.8927 -2.6601 1.5370 -0.262 0.533 -0.613
C -1.0793 -2.0363 0.5278 0.477 -0.770 0.577
C -2.2801 -0.3349 -0.7696 -0.145 0.304 -0.340
C -1.1936 -1.3392 -0.7271 -0.070 0.321 -0.448
C -2.2897 0.5881 -1.7235 0.098 -0.088 0.120
C 2.1038 2.1163 0.9777 0.200 -0.061 -0.368
O -0.4440 -1.5505 -1.6564 0.005 -0.024 0.190
P 3.1578 -0.3809 -0.6151 -0.452 0.153 0.735
S 2.4925 -1.0961 1.0569 0.321 0.022 -0.646
S 2.8506 1.7021 -0.6257 0.036 -0.275 0.125
H -0.7469 -3.1810 2.4367 0.090 -0.316 0.488
H -3.0339 -0.3780 0.0025 -0.049 0.014 0.098
H -3.0443 1.3507 -1.7931 -0.228 0.106 0.074
H -1.5022 0.6066 -2.4594 0.135 -0.059 -0.139
H 2.5567 3.0446 1.3091 -0.007 0.083 0.039
H 2.3105 1.3105 1.6799 -0.053 0.060 0.033
H 1.0348 2.2382 0.8422 -0.096 -0.006 0.076

No. 4
11
Properties=species:S:1:pos:R:3:forces:R:3 method="wB97M-V/def2-TZVPD" multiplicity=1 total_charge=-1 e_tot_ha=-1546.00588 relative_energy_kcal_mol=2.0 lumo_energy_ev=1.59 e_homo_ev=-6.3 orbital_gap_ev=7.867
Rb 0.5046 -0.3888 -2.0453 -0.252 0.165 0.602
Cl 1.2262 -2.8797 0.3205 -0.022 0.732 -2.469
O 1.4789 -1.4501 0.3049 0.319 0.366 0.641
O 0.1781 -3.0646 -0.7033 -0.058 -0.345 0.764
O 2.3955 -3.5656 -0.1304 0.615 -0.402 -0.038
O 0.8589 -3.3306 1.6026 -0.740 -0.254 0.855
Cl -1.3631 2.9395 0.1143 2.105 0.007 2.470
O -0.5978 4.1477 0.2491 0.251 0.429 -0.226
O -0.5656 1.9837 -0.6364 -0.206 -0.462 -1.363
O -1.5208 2.3495 1.4288 -0.808 0.244 -0.443
O -2.5948 3.2591 -0.5047 -1.204 -0.479 -0.793

No. 5
47
Properties=species:S:1:pos:R:3:forces:R:3 method="wB97M-V/def2-TZVPD" multiplicity=1 total_charge=+2 e_tot_ha=-4163.04859 relative_energy_kcal_mol=39.2 lumo_energy_ev="-12.37 / -12.41" e_homo_ev="-15.6 / -15.6" orbital_gap_ev="3.235 / 3.191"
Lu 0.1096 -0.1854 1.1907 -0.652 -0.378 0.838
P -2.4779 0.1204 0.3022 -1.286 0.807 -0.636
C -2.2166 0.8440 -1.3863 1.454 1.299 1.819
C -0.7799 1.0396 -1.8421 0.095 0.247 -0.206
N 0.2877 0.7256 -1.0622 0.027 -0.043 -0.016
C 1.5340 1.0074 -1.5299 0.001 0.227 -0.301
C 1.7346 1.6297 -2.7578 0.019 -0.253 0.221
C 0.6451 1.9224 -3.5695 -0.154 -0.075 0.152
C -0.6259 1.6079 -3.1037 0.217 0.024 0.081
C 2.7637 0.7003 -0.6861 -0.365 0.271 0.224
P 2.6648 -0.8074 0.3891 1.566 -0.014 -0.839
H -1.5221 1.8196 -3.6845 0.288 0.000 0.048
H 2.7553 1.8618 -3.0501 -0.243 -0.012 -0.106
H 0.7825 2.3902 -4.5407 -0.015 -0.071 0.161
H 3.6306 0.5436 -1.3452 -0.216 0.167 0.210
H 2.9942 1.5591 -0.0280 -0.098 -0.233 -0.243
H -2.7144 0.2426 -2.0625 -1.053 -1.288 -1.562
H -2.7218 1.8270 -1.3805 0.245 -0.366 -0.067
H -1.9300 -4.7009 -2.5127 -1.310 -0.715 1.281
O -1.3355 -4.4333 -3.1738 1.150 1.113 -1.287
H -1.7713 -3.6926 -3.6213 0.143 -0.385 0.015
H -0.5593 -4.9130 2.0979 -0.296 0.449 -0.058
O -0.2376 -2.2968 1.5552 0.094 -0.212 -0.245
H -0.3026 -3.2587 1.7697 0.675 0.736 -0.112
C 3.0736 -2.1220 -0.8105 -0.642 -0.394 0.062
H 3.6814 -1.7273 -1.6358 -0.109 -0.090 0.307
H 3.6121 -2.9295 -0.2964 -0.159 0.211 -0.165
H 2.1345 -2.5295 -1.2104 0.364 -0.015 -0.081
C 4.1981 -0.6528 1.3657 -0.330 0.062 0.560
H 4.3055 -1.5664 1.9655 0.075 0.260 -0.117
H 5.0859 -0.5212 0.7312 -0.356 -0.068 0.019
H 4.1040 0.2010 2.0505 0.125 -0.232 -0.123
C -3.3998 1.4918 1.0898 0.242 -0.050 0.508
H -4.3546 1.6651 0.5739 0.293 -0.122 0.083
H -3.5887 1.2237 2.1364 -0.097 0.155 -0.180
H -2.7927 2.4058 1.0856 -0.114 -0.241 0.011
C -3.7850 -1.1084 -0.0131 0.291 -0.506 0.270
H -3.9365 -1.6732 0.9173 -0.152 0.089 -0.306
H -4.7272 -0.6294 -0.3141 0.344 -0.076 0.069
H -3.4462 -1.8063 -0.7910 -0.162 0.136 0.222
Cl -0.0348 1.5710 5.8852 -0.071 0.391 -0.300
C -0.2177 2.4776 4.3812 0.118 -0.699 -0.472
Cl -1.8722 3.1124 4.2052 0.399 -0.071 0.200
Cl 0.9916 3.7741 4.2406 -0.299 -0.310 0.059
C 0.0315 1.5128 3.1593 -0.068 0.224 -0.091
O 0.5563 0.3572 3.3148 -0.477 0.958 -0.437
O -0.3264 1.9199 2.0012 0.500 -0.908 0.531

No. 6
50
Properties=species:S:1:pos:R:3:forces:R:3 method="wB97M-V/def2-TZVPD" multiplicity=6 e_tot_ha=-1808.42552 s2=8.78 lumo_energy_ev="0.23 / -1.93" e_homo_ev="-5.2 / -8.7" orbital_gap_ev="5.408 / 6.727"
C 2.4562 1.2846 -1.7756 1.082 -0.651 -1.109
C 1.8689 1.8475 -2.9348 0.830 -0.510 -0.611
C 1.1902 0.8206 -3.6380 1.162 -0.052 -0.283
H 1.9869 2.8726 -3.2462 -0.143 0.020 0.008
C 1.2471 -0.3836 -2.8496 1.213 -0.328 -1.412
C 2.0595 -0.1007 -1.7038 1.842 -0.427 -0.367
H 2.4958 -0.8607 -1.0539 -0.331 0.452 -0.198
H 3.1495 1.7785 -1.1223 -0.220 0.079 0.194
H 0.7271 0.9059 -4.5992 -0.188 0.098 -0.162
H 0.9451 -1.3781 -3.1740 -0.099 0.367 0.160
Ir 0.1646 0.7742 -1.4185 -1.674 -0.189 1.751
Cl 0.7493 2.6621 -0.0096 0.855 2.213 0.761
C -1.8394 1.6493 -1.0155 -1.398 0.354 -1.286
C -1.9299 0.4577 -1.8345 -1.696 0.730 -0.484
C -1.5939 0.8305 -3.1681 -0.744 0.232 0.088
H -2.4349 -0.4679 -1.5672 0.504 0.319 -0.021
C -1.2708 2.2227 -3.1808 -0.565 -0.153 -0.038
C -1.4291 2.7280 -1.8722 -1.058 -0.348 0.113
H -1.3377 3.7606 -1.5638 0.248 -0.239 -0.042
H -2.2296 1.7545 -0.0136 0.357 -0.063 0.002
H -1.6514 0.1473 -4.0056 0.242 0.170 0.027
H -0.9526 2.7950 -4.0308 0.032 0.074 -0.184
C 2.1344 -2.2596 1.3028 0.371 0.008 -0.251
Si 1.4827 -0.5027 1.5048 -0.662 0.039 0.418
C 1.1026 -0.2586 3.3499 0.033 0.277 -0.132
C 3.0597 0.5494 1.3863 -0.134 0.364 0.110
C -0.1060 -0.0852 0.4609 -0.214 -0.849 3.379
Si -1.6313 -1.0351 1.2017 0.570 0.273 0.989
C -2.2664 0.0420 2.6322 -0.174 0.156 -0.403
C -3.3000 -1.4677 0.3995 0.490 0.803 -1.772
C -1.1784 -2.7372 1.9000 0.011 -0.140 -0.537
H 2.9931 -2.3794 1.9842 -0.235 0.046 -0.178
H 2.5130 -2.4453 0.2832 -0.151 -0.068 0.320
H 1.4052 -3.0250 1.5481 -0.007 -0.090 -0.076
H 2.0276 -0.4415 3.9000 0.008 -0.076 0.104
H 0.8204 0.7882 3.5492 0.043 -0.262 -0.106
H 0.3225 -0.8980 3.7561 -0.008 -0.058 0.030
H 3.6244 0.4499 0.4657 0.177 -0.184 -0.075
H 2.8451 1.6189 1.4987 -0.002 -0.205 0.068
H 3.7137 0.2471 2.2279 -0.317 0.030 -0.392
H -0.3359 0.9453 0.9150 0.001 -1.531 -0.283
H -2.7042 0.9871 2.2548 0.215 -0.346 0.135
H -3.0742 -0.5042 3.1191 -0.101 -0.003 0.160
H -1.5139 0.2878 3.3749 0.042 0.057 0.025
H -3.1958 -2.1414 -0.4720 -0.115 0.096 0.376
H -3.9012 -1.9581 1.1407 -0.239 -0.270 0.460
H -3.8528 -0.5772 0.0344 0.193 -0.419 0.297
H -0.8530 -3.4077 1.0802 -0.114 0.228 0.367
H -0.4020 -2.7328 2.6638 -0.099 -0.009 0.005
H -2.1005 -3.1595 2.3153 0.164 -0.014 0.058